# 1
{"formula": "C6H11NO", "method": "ωB97M-V with the def2-TZVPD basis set", "de_lowest_kcal_mol": 43.9, "smiles": "CC(=O)N1CCCC1", "e_tot_ev": -9936.5503, "multiplicity": 1, "lumo_ev": 1.0, "species": ["C", "N", "C", "C", "O", "C", "C", "C", "H", "H", "H", "H", "H", "H", "H", "H", "H", "H", "H"], "coordinates": [[0.53306, -0.81464, 1.08880], [0.21872, 0.40086, 0.35726], [-1.20280, 0.71642, 0.17961], [-1.86780, 1.95923, 0.70209], [-1.91250, -0.00256, -0.47661], [1.10913, 0.42017, -0.90427], [1.69985, -0.96958, -1.11794], [1.34398, -1.75604, 0.19131], [1.11406, -0.54451, 1.96252], [-0.45956, -1.29312, 1.36540], [-3.01120, 1.76938, 0.91225], [-1.43014, 2.50091, 1.56565], [-1.92670, 2.66244, -0.17893], [1.93644, 1.23400, -0.71292], [0.65437, 0.84381, -1.78261], [2.82727, -1.02472, -1.28443], [1.29623, -1.44015, -2.05474], [0.89728, -2.69431, -0.00344], [2.17847, -2.13259, 0.68575]], "forces_ev_per_angstrom": [[-1.65, -0.84, 0.06], [0.33, 1.25, -1.59], [0.23, -0.98, -0.67], [-1.79, 1.35, 0.29], [0.14, -0.52, -0.16], [1.39, 2.28, 1.61], [0.77, -1.14, -0.29], [-0.47, 0.97, -1.18], [-0.07, -0.16, 0.40], [1.30, 0.39, 0.10], [2.39, 0.00, -0.30], [0.00, -0.54, -0.64], [0.34, -0.49, 0.87], [-1.19, -1.68, -0.04], [-0.89, -0.20, -0.23], [-1.40, 0.61, 0.33], [-0.01, 0.30, 1.06], [-1.42, -0.70, -0.60], [2.01, 0.11, 1.00]]}

***

# 2
{"formula": "C5H17N2O", "method": "ωB97M-V with the def2-TZVPD basis set", "de_lowest_kcal_mol": 82.3, "charge": 1, "e_tot_ev": -10479.3643, "multiplicity": 1, "lumo_ev": -3.4, "species": ["N", "C", "C", "C", "C", "C", "N", "H", "H", "H", "H", "H", "H", "H", "H", "H", "H", "H", "H", "H", "H", "H", "H", "H", "O"], "coordinates": [[1.60356, -1.32764, 1.33046], [0.48771, -0.73718, 0.47251], [-0.89236, -1.23552, 1.18410], [-1.01434, -0.23550, 2.32142], [-1.98320, -1.23249, 0.14967], [0.68756, 0.87042, 0.22804], [1.85725, 0.86616, -0.68384], [1.78497, -0.74668, 2.19254], [2.35742, -1.36701, 0.58372], [1.39414, -2.36725, 1.63140], [0.27430, -0.81687, -0.69766], [-0.56584, -2.33006, 1.56469], [-1.57405, -0.58439, 3.19011], [-1.73876, 0.72995, 1.98639], [-0.16701, 0.21028, 2.75750], [-1.68308, -0.99232, -0.89334], [-2.84377, -0.62603, 0.55924], [-2.35013, -2.35139, 0.09040], [1.00134, 1.38324, 1.16353], [-0.23272, 1.20085, -0.24401], [1.51620, 1.21235, -1.64641], [2.61826, 1.46120, -0.24918], [-0.61416, 2.11672, -5.08429], [-1.14800, 3.27730, -4.33742], [-0.74587, 2.40526, -4.15350]], "forces_ev_per_angstrom": [[0.39, -1.67, -2.06], [-4.09, 1.80, -0.92], [4.32, 0.00, -0.14], [-4.65, 1.94, -0.04], [-2.22, -2.51, 0.53], [1.78, -2.45, 1.26], [-0.21, 1.70, -0.67], [0.05, -0.64, -1.35], [-0.01, 0.34, 1.71], [0.37, 2.59, -0.72], [1.91, -1.95, 2.34], [-1.33, 2.22, -0.66], [-0.14, -0.40, -0.10], [2.13, -2.50, 0.59], [1.54, 0.34, 0.12], [-0.22, 0.28, 0.84], [0.81, -0.58, -1.03], [0.32, 2.25, -0.10], [-0.86, 0.00, -0.57], [-0.02, 0.38, 0.33], [1.42, -0.44, 2.04], [-1.34, -0.64, -1.48], [0.07, -0.16, 0.94], [0.20, -0.43, 0.58], [-0.23, 0.55, -1.45]]}

***

# 3
{"formula": "C3H7NO2", "method": "ωB97M-V with the def2-TZVPD basis set", "de_lowest_kcal_mol": 20.3, "smiles": "CNC(=O)CO", "e_tot_ev": -8809.6490, "multiplicity": 1, "lumo_ev": 0.7, "species": ["C", "N", "C", "O", "C", "O", "H", "H", "H", "H", "H", "H", "H"], "coordinates": [[1.99633, 0.20078, -0.25168], [0.56112, 0.05541, -0.35613], [-0.26864, 0.03506, 0.72477], [0.05566, 0.34238, 1.85848], [-1.68331, -0.41871, 0.36292], [-2.01459, -0.03478, -0.95809], [2.37024, 0.94437, -0.96336], [2.23394, 0.52175, 0.76395], [2.49726, -0.75552, -0.44697], [0.16235, -0.26059, -1.22870], [-2.39326, -0.02013, 1.09713], [-1.72540, -1.51420, 0.39983], [-1.79170, 0.90418, -1.00215]], "forces_ev_per_angstrom": [[0.18, 0.04, 0.06], [-0.11, -0.09, 0.09], [0.13, -0.05, 0.10], [-0.03, -0.22, -0.30], [0.00, -0.06, 0.26], [-0.03, 0.21, -0.09], [-0.08, -0.10, 0.14], [-0.03, -0.03, -0.15], [-0.04, 0.17, 0.05], [0.06, 0.00, 0.14], [0.21, -0.02, -0.05], [0.02, 0.20, 0.04], [-0.28, -0.06, -0.29]]}

***

# 4
{"formula": "C22H24FN3O3", "method": "ωB97M-V with the def2-TZVPD basis set", "de_lowest_kcal_mol": 44.9, "smiles": "O=C(NCCN1CCOCC1)/C(=C/c1ccc(F)cc1)NC(=O)c1ccccc1", "e_tot_ev": -36534.1814, "multiplicity": 1, "lumo_ev": 0.0, "species": ["O", "C", "N", "C", "H", "C", "N", "C", "C", "O", "C", "C", "H", "H", "H", "H", "H", "H", "H", "H", "H", "H", "H", "H", "C", "C", "C", "C", "C", "C", "C", "C", "H", "H", "F", "H", "H", "H", "N", "C", "O", "C", "C", "C", "C", "C", "C", "H", "H", "H", "H", "H", "H"], "coordinates": [[-2.42291, -0.96018, -2.14899], [-1.79909, -0.04408, -1.63964], [-2.26012, 1.21991, -1.54897], [-3.68642, 1.43847, -1.59147], [-3.89709, 2.40478, -2.05491], [-4.22587, 1.40240, -0.14797], [-3.69562, 0.23057, 0.51542], [-3.27070, 0.41873, 1.88569], [-2.48750, -0.82338, 2.31376], [-3.26734, -1.98882, 2.20307], [-3.71468, -2.15999, 0.87627], [-4.51771, -0.95451, 0.38964], [-4.76859, -1.10221, -0.66112], [-5.44935, -0.86624, 0.97892], [-4.32886, -3.06178, 0.87509], [-2.85454, -2.29834, 0.20612], [-2.18619, -0.75235, 3.36062], [-1.59268, -0.91402, 1.67754], [-2.61728, 1.29184, 1.94004], [-4.12594, 0.56107, 2.57142], [-3.86624, 2.29142, 0.37614], [-5.32557, 1.42588, -0.15625], [-4.12568, 0.64001, -2.19151], [-1.77641, 1.82931, -0.89026], [-0.39918, -0.29532, -1.14480], [-0.00897, -1.58199, -1.09741], [1.26601, -2.10099, -0.62404], [1.90655, -1.57494, 0.50078], [3.11576, -2.08619, 0.93352], [3.68836, -3.13034, 0.22993], [3.06935, -3.69147, -0.87401], [1.85522, -3.18068, -1.28679], [1.35590, -3.60790, -2.14298], [3.53655, -4.51686, -1.38731], [4.87639, -3.62092, 0.63741], [3.61138, -1.69041, 1.80618], [1.43274, -0.78839, 1.06970], [-0.71760, -2.30523, -1.47838], [0.53310, 0.72253, -0.85121], [0.44431, 1.86945, -0.13054], [-0.60006, 2.33040, 0.30742], [1.73880, 2.57976, 0.07127], [2.97970, 1.94755, 0.11250], [4.12820, 2.68956, 0.32337], [4.05602, 4.06272, 0.48982], [2.82482, 4.69683, 0.46195], [1.67433, 3.95892, 0.26194], [0.70567, 4.43514, 0.24689], [2.76204, 5.76559, 0.59985], [4.95766, 4.63476, 0.64903], [5.08511, 2.19061, 0.36010], [3.06963, 0.87454, 0.01440], [1.47834, 0.43254, -1.06985]], "forces_ev_per_angstrom": [[-0.16, -0.16, 0.08], [0.01, 0.25, -0.32], [0.07, 0.33, -0.13], [-0.24, -0.06, 0.02], [-0.08, -0.08, -0.03], [0.18, -0.13, -0.24], [-0.18, 0.07, 0.22], [0.16, -0.27, 0.14], [0.04, 0.41, 0.14], [-0.12, -0.09, 0.15], [-0.24, 0.01, -0.31], [0.17, -0.27, 0.08], [-0.05, -0.04, -0.02], [0.04, -0.01, -0.06], [0.03, 0.04, -0.07], [-0.07, -0.01, 0.00], [0.03, 0.04, -0.06], [-0.03, 0.04, 0.05], [-0.01, 0.00, 0.03], [0.06, 0.02, 0.00], [-0.06, 0.00, 0.03], [0.03, 0.06, 0.05], [-0.02, 0.16, 0.01], [0.08, -0.22, -0.12], [-0.07, -0.89, 0.23], [-0.49, 0.51, -0.08], [0.35, 0.00, 0.13], [-0.05, -0.18, -0.08], [0.22, -0.14, -0.01], [-0.10, 0.05, -0.05], [0.23, -0.04, 0.18], [-0.04, 0.22, 0.12], [-0.05, -0.06, -0.09], [0.07, -0.08, -0.04], [-0.14, 0.04, -0.04], [0.06, 0.01, 0.09], [-0.03, 0.07, 0.03], [-0.10, 0.08, -0.08], [0.48, 0.02, -0.11], [-0.06, -0.19, -0.07], [-0.03, 0.09, 0.17], [0.26, 0.33, 0.14], [-0.17, 0.02, -0.03], [0.12, 0.00, 0.00], [0.03, -0.03, 0.01], [0.01, 0.02, 0.00], [-0.12, -0.14, -0.03], [-0.07, 0.02, 0.01], [-0.01, 0.09, 0.00], [0.08, 0.05, 0.01], [0.07, -0.04, 0.01], [0.00, -0.09, -0.02], [-0.13, 0.19, -0.04]]}

***

# 5
{"formula": "C5H8O", "method": "ωB97M-V with the def2-TZVPD basis set", "de_lowest_kcal_mol": 68.7, "smiles": "C=COC1CC1", "e_tot_ev": -7359.2753, "multiplicity": 1, "lumo_ev": 1.2, "species": ["O", "C", "C", "C", "C", "C", "H", "H", "H", "H", "H", "H", "H", "H"], "coordinates": [[1.02369, 0.66775, -0.81670], [1.73138, 0.59721, 0.32867], [1.58229, -0.44549, 1.13343], [-0.21703, -0.11693, -0.87808], [-1.33568, -0.59645, 0.07287], [-1.45588, 0.67724, -0.70852], [2.40812, 1.43977, 0.48840], [1.13568, -1.33182, 0.70792], [1.89530, -0.46252, 2.15991], [-0.10282, -0.79252, -1.71391], [-1.89433, -1.45778, -0.31043], [-1.33384, -0.55038, 1.15815], [-2.14287, 0.81388, -1.53092], [-1.29402, 1.55804, -0.09081]], "forces_ev_per_angstrom": [[-0.97, -0.64, 0.18], [-0.08, -0.34, 0.55], [0.50, -0.19, 0.28], [0.27, 0.51, -0.84], [0.37, 0.10, 0.14], [-0.17, 0.19, -0.26], [-0.49, -0.04, 0.02], [-0.42, 0.04, 0.41], [0.59, -0.06, 0.05], [-0.22, 0.18, -0.19], [0.49, 0.19, 0.08], [0.32, 0.16, -0.22], [-0.19, -0.08, 0.07], [-0.01, -0.03, -0.25]]}

***

# 6
{"formula": "C45H35BeBrINO5P2Se", "method": "ωB97M-V with the def2-TZVPD basis set", "de_lowest_kcal_mol": 10.5, "e_tot_ev": -221432.3104, "multiplicity": 1, "lumo_ev": -0.3, "species": ["Be", "I", "C", "C", "C", "C", "C", "C", "C", "C", "C", "P", "C", "C", "C", "C", "C", "C", "C", "C", "C", "C", "C", "C", "C", "H", "H", "H", "H", "H", "H", "H", "H", "H", "H", "H", "H", "H", "H", "H", "H", "O", "P", "C", "C", "C", "C", "C", "C", "C", "C", "C", "C", "C", "C", "C", "C", "C", "C", "C", "C", "H", "H", "H", "H", "H", "H", "H", "H", "H", "H", "H", "H", "H", "H", "H", "O", "Se", "O", "O", "O", "Br", "C", "C", "C", "C", "C", "N", "H", "H", "H", "H"], "coordinates": [[-1.13562, -0.04914, -1.36708], [-2.24358, -1.11194, 1.90474], [-0.75622, -0.48994, 3.23797], [-0.30449, -1.46569, 4.08507], [0.48372, -1.13984, 5.20498], [0.68876, 0.17126, 5.50965], [0.21756, 1.19812, 4.65568], [0.32076, 2.54948, 5.07054], [-0.17542, 3.54668, 4.29144], [-0.62076, 3.24283, 2.98861], [-0.66186, 1.96107, 2.49521], [-0.62800, 1.77135, 0.64266], [-1.71325, 3.14012, 0.11138], [-2.90271, 3.41972, 0.78955], [-3.81911, 4.31319, 0.25596], [-3.56504, 4.92181, -0.96762], [-2.39014, 4.64093, -1.64808], [-1.46154, 3.76065, -1.10980], [1.08103, 2.38667, 0.27702], [1.75089, 1.83264, -0.81440], [3.02695, 2.25371, -1.16109], [3.66909, 3.22496, -0.41179], [3.02117, 3.77892, 0.68290], [1.74088, 3.36672, 1.01927], [-0.40364, 0.88300, 3.41332], [-0.59849, -2.49376, 3.91910], [0.84860, -1.92672, 5.85164], [1.20158, 0.45659, 6.42018], [0.76658, 2.75965, 6.03524], [-0.15565, 4.57613, 4.62439], [-0.87176, 4.06466, 2.33075], [-3.11567, 2.93674, 1.73730], [-4.73386, 4.53001, 0.79417], [-4.28785, 5.60704, -1.39210], [-2.19077, 5.07560, -2.61843], [-0.57379, 3.52778, -1.68230], [1.25896, 1.09863, -1.43332], [3.50803, 1.82185, -2.02953], [4.66469, 3.55551, -0.68061], [3.50735, 4.54474, 1.27434], [1.26972, 3.82585, 1.87417], [-0.24458, -1.28480, -1.03200], [0.92229, -2.21270, -0.78802], [1.48421, -2.87471, -2.34357], [1.35671, -2.06490, -3.47101], [1.81470, -2.53119, -4.69519], [2.40015, -3.78569, -4.78622], [2.52795, -4.59051, -3.65847], [2.06782, -4.13849, -2.43282], [0.38817, -3.55550, 0.27195], [1.10513, -3.95916, 1.39271], [0.61819, -4.98785, 2.18961], [-0.57839, -5.60835, 1.86640], [-1.29351, -5.21036, 0.74199], [-0.81367, -4.18658, -0.05478], [2.28816, -1.38713, 0.01537], [3.56367, -1.35451, -0.53992], [4.57447, -0.66100, 0.11052], [4.31317, -0.00085, 1.30284], [3.04167, -0.03571, 1.86142], [2.03302, -0.72937, 1.21752], [0.87866, -1.08906, -3.43991], [1.69313, -1.90199, -5.56715], [2.75376, -4.14739, -5.74355], [2.97650, -5.57204, -3.73894], [2.15076, -4.76868, -1.55467], [2.03654, -3.47076, 1.64962], [1.17564, -5.30125, 3.06280], [-0.95793, -6.40707, 2.49070], [-2.22756, -5.69577, 0.49146], [-1.37485, -3.86299, -0.92423], [3.76426, -1.85565, -1.47856], [5.56472, -0.62453, -0.32424], [5.10203, 0.55382, 1.79451], [2.82844, 0.48980, 2.78418], [1.03750, -0.75243, 1.64229], [0.01533, 0.42785, -4.70797], [-1.03548, 1.39729, -3.94137], [-0.73261, 2.97506, -4.06821], [-0.73234, 1.07061, -2.26256], [-2.58485, 0.96710, -4.15501], [-2.15784, -2.39122, -3.34998], [-3.33509, -1.17192, -2.53380], [-4.63799, -1.12332, -2.99771], [-5.49023, -0.18458, -2.45573], [-5.02007, 0.66204, -1.46231], [-3.71504, 0.52909, -1.05462], [-2.87235, -0.38438, -1.56763], [-4.94429, -1.78486, -3.79294], [-6.50633, -0.10313, -2.81824], [-5.63887, 1.43070, -1.02295], [-3.29999, 1.18145, -0.30266]], "forces_ev_per_angstrom": [[-0.16, -0.12, -0.26], [-0.04, 0.03, -0.03], [0.00, -0.01, 0.02], [0.00, 0.00, 0.01], [-0.01, 0.00, -0.01], [0.01, 0.01, 0.00], [0.01, -0.01, 0.01], [0.00, 0.01, -0.01], [0.00, 0.00, 0.00], [-0.03, -0.02, 0.02], [0.01, 0.06, 0.01], [0.06, -0.03, 0.09], [0.00, 0.00, -0.02], [-0.02, -0.02, 0.01], [0.00, 0.01, -0.01], [0.00, 0.00, 0.01], [0.01, 0.01, -0.01], [-0.01, 0.00, 0.01], [0.01, 0.06, 0.05], [-0.01, 0.00, -0.03], [-0.02, 0.00, 0.00], [0.02, 0.01, 0.01], [0.01, -0.01, -0.02], [0.01, 0.00, 0.00], [-0.01, -0.03, -0.03], [0.01, 0.00, 0.00], [0.00, 0.00, 0.00], [0.00, 0.00, 0.00], [0.00, 0.00, 0.00], [0.00, 0.00, 0.00], [0.00, 0.00, -0.01], [0.00, 0.00, -0.01], [0.00, 0.00, 0.00], [0.00, 0.00, 0.00], [0.00, -0.01, 0.00], [-0.01, 0.01, 0.01], [-0.02, -0.01, 0.00], [0.00, 0.00, 0.00], [0.00, 0.00, 0.00], [0.00, 0.00, 0.00], [0.02, -0.01, 0.00], [-0.06, 0.10, 0.34], [0.06, 0.00, -0.17], [0.02, 0.00, 0.01], [-0.02, 0.00, -0.02], [0.00, 0.01, 0.00], [0.01, -0.01, 0.01], [0.00, 0.01, -0.01], [0.00, 0.00, -0.01], [-0.04, -0.01, 0.00], [0.01, -0.01, 0.00], [0.00, 0.00, 0.00], [-0.01, 0.00, -0.01], [0.01, -0.01, 0.01], [0.00, -0.01, 0.01], [0.01, 0.01, 0.02], [0.02, 0.00, 0.00], [0.00, 0.00, -0.01], [0.00, 0.00, 0.00], [0.00, 0.01, 0.00], [-0.01, -0.01, 0.00], [0.02, 0.00, 0.00], [0.00, 0.00, 0.01], [0.00, 0.00, 0.00], [0.00, 0.00, 0.00], [0.00, 0.01, 0.00], [0.00, 0.00, 0.00], [0.00, 0.00, 0.00], [0.00, 0.00, 0.00], [0.00, 0.00, 0.00], [0.01, 0.00, 0.01], [-0.01, 0.00, 0.00], [0.00, 0.00, 0.00], [0.00, 0.00, 0.00], [0.01, 0.00, 0.00], [0.02, -0.01, -0.01], [-0.03, 0.03, 0.04], [0.01, -0.01, -0.05], [-0.02, -0.05, -0.04], [0.13, 0.01, 0.07], [0.03, 0.04, -0.03], [-0.02, 0.01, -0.01], [-0.03, 0.00, -0.01], [-0.02, -0.01, 0.02], [0.00, 0.00, -0.01], [0.00, 0.00, 0.00], [0.02, -0.01, 0.01], [0.06, -0.03, -0.01], [0.00, 0.00, 0.00], [0.00, 0.00, 0.00], [0.00, -0.01, 0.00], [0.02, 0.03, 0.02]]}

***

What are the HOMO-LUMO gap values for these records? In order: 0.352, 0.369, 0.384, 0.307, 0.359, 0.291 hartree.